(1)
DFT (ωB97M-V with the def2-TZVPD basis set) results for C29H40Cl2N9O11Y as an isolated structure at a distorted geometry.

ORCA input file:
```
! wB97M-V def2-TZVPD RIJCOSX def2/J DEFGRID3
* xyz -2 1
Y -0.194 0.127 1.004
Cl -0.167 -0.161 8.890
C 0.117 0.037 7.167
C 1.303 0.660 6.739
C 1.543 0.819 5.409
Cl 3.017 1.588 4.901
C 0.630 0.377 4.365
O 0.898 0.555 3.168
C -0.567 -0.251 4.873
C -1.593 -0.769 4.009
O -1.644 -0.763 2.788
C -0.791 -0.407 6.253
H 2.023 1.013 7.465
H -2.426 -1.255 4.555
H -1.705 -0.888 6.583
N 1.263 -1.212 -0.688
C 1.367 -2.636 -0.411
C 2.726 -3.223 -0.809
C 2.827 -4.750 -0.850
C 1.693 -5.451 -1.610
N 0.513 -5.562 -0.762
C -0.725 -5.230 -1.131
N -1.085 -5.148 -2.428
N -1.653 -5.004 -0.211
C 1.008 -2.938 1.067
O 0.825 -4.171 1.362
O 0.927 -2.002 1.861
H 0.886 -1.036 -1.608
H 2.148 -0.734 -0.546
H 0.604 -3.116 -1.026
H 3.499 -2.792 -0.169
H 2.927 -2.861 -1.827
H 2.862 -5.158 0.163
H 3.772 -5.018 -1.331
H 2.028 -6.451 -1.899
H 1.470 -4.896 -2.530
H 0.685 -5.124 0.215
H -0.416 -5.309 -3.155
H -1.976 -4.739 -2.654
H -1.235 -4.758 0.687
H -2.428 -4.357 -0.455
C -3.489 2.893 0.433
C -3.632 1.474 0.090
N -2.749 0.463 0.173
C -3.380 -0.656 -0.301
C -4.663 -0.367 -0.709
N -4.779 0.973 -0.469
C -5.802 -1.089 -1.307
O -5.654 -2.384 -1.534
O -6.834 -0.503 -1.577
C -2.654 -1.944 -0.351
O -3.248 -2.977 -0.832
O -1.487 -1.967 0.059
H -1.588 2.531 1.415
H -4.151 3.158 1.262
H -3.752 3.509 -0.440
H -5.596 1.531 -0.644
H -4.722 -2.675 -1.244
C -0.970 4.691 -1.259
C -1.406 3.864 -2.462
N -0.326 3.096 -3.078
C 0.268 3.629 -4.282
C 1.116 4.881 -4.056
C 0.231 2.040 -2.385
C 1.550 1.501 -2.882
N -0.256 1.552 -1.317
H -1.832 5.218 -0.848
H -0.198 5.412 -1.539
H -0.571 4.060 -0.467
H -1.818 4.508 -3.245
H -2.209 3.185 -2.163
H -0.536 3.859 -4.990
H 0.873 2.853 -4.751
H 0.498 5.704 -3.696
H 1.597 5.196 -4.986
H 1.882 4.693 -3.303
H 2.235 2.305 -3.151
H 1.419 0.848 -3.750
H 1.983 0.943 -2.066
H -1.123 1.978 -0.993
O -0.686 2.070 1.529
O 3.646 -0.485 0.867
C 3.476 0.737 0.872
C 4.624 1.707 1.163
C 4.031 3.050 0.782
C 2.607 2.693 0.313
O 1.905 3.511 -0.253
N 2.321 1.381 0.589
H 5.494 1.421 0.568
H 4.893 1.614 2.216
H 4.557 3.550 -0.033
H 3.952 3.755 1.611
*
```

Calculated values
Orbital gap, eV: 4.71
Energy above the lowest of the compared OMol25 structures with the same formula, charge and spin, kJ/mol: 0.0
HOMO energy, eV: -1.00
LUMO level, eV: 3.72
DFT total energy, Ha: -3408.669439



(2)
DFT (ωB97M-V with the def2-TZVPD basis set) results for C29H40F3IrN5O5Si as an isolated structure at a distorted geometry.

ORCA input file:
```
! wB97M-V def2-TZVPD RIJCOSX def2/J DEFGRID3
* xyz 2 6
Ir -1.325 -0.248 1.204
C -2.264 -4.257 0.704
C -0.840 -3.849 0.751
N -0.449 -2.601 0.925
C 0.919 -2.551 0.758
C 1.377 -3.795 0.560
N 0.259 -4.588 0.576
C 2.676 -4.439 0.227
O 3.784 -3.689 0.231
O 2.719 -5.598 -0.055
C 1.632 -1.251 0.680
O 2.870 -1.209 0.573
O 0.911 -0.141 0.772
H -2.946 -3.391 0.446
H -2.536 -4.739 1.569
H -2.440 -5.025 -0.053
H 0.268 -5.503 0.117
H 3.658 -2.766 0.457
N 1.316 2.238 1.964
C 1.075 2.342 3.498
C 1.145 0.971 4.173
C -0.194 0.231 4.366
N -0.658 -0.656 3.291
C -1.338 1.224 4.700
C -1.514 2.371 3.729
N -1.900 1.897 2.373
C -0.213 3.206 3.716
H 2.201 2.727 1.749
H 0.594 2.748 1.515
H 1.358 1.231 1.477
H 1.859 2.942 3.835
H 1.517 1.150 5.196
H 1.931 0.395 3.693
H -0.111 -0.346 5.271
H -1.498 -1.176 3.647
H 0.054 -1.371 3.125
H -1.276 1.551 5.766
H -2.293 0.548 4.670
H -2.290 3.071 4.104
H -1.730 2.640 1.719
H -2.949 1.761 2.360
H -0.073 3.645 4.760
H -0.292 4.063 2.998
C -0.306 1.242 -4.623
C -1.419 1.402 -3.648
C -2.627 0.386 -3.703
C -1.828 2.834 -3.346
Si -0.077 0.589 -1.895
O -1.143 0.889 -0.732
C 0.202 -1.147 -2.253
C -0.820 -2.141 -2.253
C -0.556 -3.416 -2.666
C 0.732 -3.781 -2.998
C 1.778 -2.868 -2.795
C 1.507 -1.568 -2.459
C 1.318 1.807 -1.853
C 2.547 1.574 -2.438
C 3.639 2.434 -2.237
C 3.516 3.514 -1.401
C 2.282 3.893 -0.922
C 1.178 3.004 -1.109
H -0.699 1.009 -5.625
H 0.333 0.312 -4.462
H 0.371 2.110 -4.745
H -3.510 0.895 -4.153
H -2.968 0.236 -2.683
H -2.466 -0.574 -4.155
H -2.381 3.321 -4.219
H -0.901 3.315 -3.105
H -2.469 2.913 -2.391
H -1.837 -1.903 -2.086
H -1.318 -4.103 -2.943
H 0.951 -4.831 -3.203
H 2.789 -3.274 -2.878
H 2.315 -0.921 -2.286
H 2.700 0.685 -3.133
H 4.593 2.137 -2.590
H 4.396 4.107 -1.185
H 2.023 4.681 -0.202
H 0.200 3.343 -0.837
F -3.730 -0.694 -0.722
C -3.376 -0.456 0.557
F -3.849 -1.416 1.375
F -4.081 0.698 0.865
*
```

Calculated values
Orbital gap (alpha / beta), eV: 8.44 / 6.62
Energy above the lowest of the compared OMol25 structures with the same formula, charge and spin, kJ/mol: 109.9
HOMO energy (alpha / beta), eV: -13.38 / -14.42
LUMO level (alpha / beta), eV: -4.94 / -7.80
DFT total energy, Ha: -2471.883267



(3)
DFT (ωB97M-V with the def2-TZVPD basis set) results for C29H40N10O2SW as an isolated structure at a distorted geometry.

ORCA input file:
```
! wB97M-V def2-TZVPD RIJCOSX def2/J DEFGRID3
* xyz 2 1
W 1.320 1.105 0.045
C 3.150 2.332 -0.802
C 2.191 3.295 -1.242
C 1.585 3.847 -0.123
C 2.075 3.174 1.034
C 3.150 2.332 0.621
H 3.911 1.904 -1.435
H 2.028 3.585 -2.267
H 0.848 4.635 -0.134
H 1.925 3.495 2.053
H 3.956 1.998 1.250
C 3.617 -4.064 0.372
N 3.735 -2.608 0.323
C 5.062 -2.022 0.471
C 2.671 -1.800 0.180
N 2.760 -0.522 -0.024
N 1.436 -2.414 0.256
C 0.219 -1.866 -0.042
N -0.807 -2.725 -0.140
N 0.039 -0.589 -0.190
H 4.597 -4.497 0.206
H 2.973 -4.437 -0.426
H 3.257 -4.411 1.344
H 5.726 -2.766 0.900
H 5.038 -1.174 1.157
H 5.480 -1.710 -0.490
H 3.716 -0.242 -0.176
H 1.435 -3.386 0.513
H -0.681 -3.721 -0.160
H -1.701 -2.362 -0.446
H -0.935 -0.436 -0.434
C -2.302 1.686 3.953
N -2.423 0.355 3.379
C -3.780 0.068 2.968
C -1.441 0.046 2.352
C -0.016 0.029 2.885
C 0.118 -0.536 4.157
C 1.346 -0.687 4.771
C 2.477 -0.286 4.082
C 2.348 0.245 2.810
C 1.116 0.450 2.157
H -2.866 1.725 4.885
H -2.695 2.469 3.287
H -1.257 1.901 4.171
H -4.448 0.220 3.815
H -3.864 -0.973 2.651
H -4.123 0.713 2.141
H -1.519 0.715 1.490
H -1.685 -0.962 1.994
H -0.784 -0.848 4.666
H 1.419 -1.112 5.763
H 3.461 -0.390 4.524
H 3.273 0.511 2.318
O -5.780 -0.056 -3.882
C -5.530 -0.471 -2.566
N -4.750 0.586 -1.954
C -3.506 0.413 -1.496
O -2.915 -0.669 -1.458
C -2.791 1.602 -0.923
C -3.378 2.510 -0.054
C -2.532 3.307 0.709
C -1.179 3.061 0.694
N -0.589 2.211 -0.177
C -1.410 1.612 -1.049
H -6.509 -0.559 -4.260
H -4.937 -1.384 -2.520
H -6.455 -0.610 -2.000
H -5.096 1.519 -2.120
H -4.453 2.560 0.063
H -2.935 4.042 1.391
H -0.535 3.529 1.424
H -0.949 1.050 -1.849
S 1.465 0.755 -2.734
C 1.107 -0.451 -3.860
N 1.422 -0.165 -5.167
C 1.166 -1.019 -6.175
C 0.581 -2.218 -5.894
C 0.301 -2.481 -4.546
N 0.557 -1.635 -3.564
H 1.853 0.732 -5.348
H 1.443 -0.706 -7.172
H 0.352 -2.931 -6.670
H -0.147 -3.424 -4.255
*
```

Calculated values
Orbital gap (alpha / beta), eV: 6.66 / 6.66
Energy above the lowest of the compared OMol25 structures with the same formula, charge and spin, kJ/mol: 47.0
HOMO energy (alpha / beta), eV: -12.12 / -12.12
LUMO level (alpha / beta), eV: -5.45 / -5.45
DFT total energy, Ha: -2291.927004



(4)
DFT (ωB97M-V with the def2-TZVPD basis set) results for C29H40N2O5PPdSSi as an isolated structure at a distorted geometry.

ORCA input file:
```
! wB97M-V def2-TZVPD RIJCOSX def2/J DEFGRID3
* xyz -1 1
Pd -0.759 0.237 -0.106
O -1.467 -3.633 4.799
C -1.450 -2.958 3.798
C -1.096 -3.428 2.404
O -0.858 -4.574 2.071
C -1.084 -2.226 1.555
C -1.460 -1.094 2.332
O -1.529 0.117 1.881
C -1.743 -1.478 3.707
O -2.121 -0.762 4.623
O -0.766 -2.176 0.325
C -4.111 -0.712 0.723
Si -3.020 0.281 -0.442
C -3.529 2.090 -0.307
C -3.595 -0.355 -2.154
C -3.861 0.486 -3.237
C -4.271 -0.012 -4.469
C -4.417 -1.381 -4.652
C -4.170 -2.240 -3.587
C -3.775 -1.727 -2.357
H -5.126 -0.677 0.313
H -4.118 -0.284 1.726
H -3.819 -1.762 0.803
H -4.608 2.220 -0.443
H -3.007 2.720 -1.031
H -3.267 2.430 0.698
H -3.740 1.558 -3.119
H -4.480 0.670 -5.287
H -4.737 -1.775 -5.610
H -4.297 -3.310 -3.711
H -3.582 -2.416 -1.539
C 1.034 3.226 1.377
C 2.226 2.486 0.745
C 2.313 2.901 -0.726
C 3.494 2.922 1.479
P 1.779 0.661 0.865
C 2.022 0.385 2.672
C 0.902 0.551 3.489
C 0.980 0.374 4.866
C 2.189 0.046 5.455
C 3.323 -0.088 4.663
C 3.240 0.083 3.289
C 3.082 -0.402 0.007
C 2.647 -0.531 -1.464
C 2.964 -1.806 0.621
C 4.542 0.062 0.005
H 1.145 4.300 1.199
H 0.993 3.067 2.456
H 0.087 2.897 0.947
H 2.450 3.986 -0.782
H 1.404 2.641 -1.272
H 3.162 2.439 -1.233
H 3.561 4.015 1.438
H 4.403 2.520 1.029
H 3.470 2.634 2.530
H -0.045 0.821 3.044
H 0.079 0.473 5.459
H 2.251 -0.111 6.525
H 4.277 -0.334 5.115
H 4.137 -0.032 2.703
H 1.626 -0.900 -1.533
H 3.307 -1.247 -1.965
H 2.703 0.416 -2.002
H 1.922 -2.143 0.626
H 3.337 -1.858 1.642
H 3.541 -2.507 0.010
H 4.663 1.009 -0.524
H 5.138 -0.685 -0.530
H 4.975 0.172 0.996
C -0.398 0.367 -5.284
N -0.393 -0.773 -4.395
C -0.467 -0.683 -3.054
N -0.573 -1.822 -2.368
S -0.469 0.837 -2.276
H 0.059 0.078 -6.229
H 0.184 1.173 -4.845
H -1.413 0.728 -5.466
H -0.494 -1.685 -4.804
H -0.768 -2.684 -2.850
H -0.725 -1.804 -1.356
*
```

Calculated values
Orbital gap, eV: 6.14
Energy above the lowest of the compared OMol25 structures with the same formula, charge and spin, kJ/mol: 27.6
HOMO energy, eV: -3.94
LUMO level, eV: 2.20
DFT total energy, Ha: -2771.848066



(5)
DFT (ωB97M-V with the def2-TZVPD basis set) results for C29H41AsGe2N3S3SeW as an isolated structure.

ORCA input file:
```
! wB97M-V def2-TZVPD RIJCOSX def2/J DEFGRID3
* xyz 4 2
W -0.908 -1.220 -0.983
C 4.367 5.218 1.702
Ge 4.127 4.598 -0.088
C 5.126 3.104 -0.740
C 2.985 5.574 -1.268
Ge 0.662 0.228 0.322
C 2.172 -0.449 1.279
C 3.187 0.397 1.747
C 4.271 -0.119 2.435
C 4.352 -1.486 2.675
C 3.354 -2.338 2.222
C 2.276 -1.825 1.520
C 0.373 2.099 0.678
C -0.245 2.902 -0.289
C -0.541 4.230 -0.020
C -0.246 4.763 1.230
C 0.354 3.974 2.205
C 0.671 2.649 1.932
H 4.666 6.269 1.661
H 5.114 4.640 2.239
H 3.408 5.180 2.224
H 6.095 3.503 -1.063
H 4.649 2.639 -1.600
H 5.320 2.378 0.048
H 3.626 6.264 -1.829
H 2.258 6.162 -0.710
H 2.493 4.918 -1.984
H 3.118 1.466 1.581
H 5.050 0.536 2.802
H 5.194 -1.886 3.224
H 3.419 -3.397 2.430
H 1.492 -2.495 1.182
H -0.503 2.487 -1.258
H -1.017 4.845 -0.773
H -0.498 5.793 1.451
H 0.559 4.386 3.185
H 1.120 2.041 2.708
S 0.069 -0.497 -2.942
C -0.867 -0.966 -4.381
N -0.445 -0.685 -5.577
C -1.253 -1.148 -6.719
C -2.598 -1.616 -6.144
S -2.375 -1.763 -4.327
H 0.444 -0.222 -5.728
H -0.715 -1.952 -7.222
H -1.384 -0.326 -7.421
H -2.895 -2.586 -6.532
H -3.398 -0.901 -6.317
C -3.321 2.090 1.638
N -3.650 0.676 1.782
C -3.536 -0.280 0.863
Se -3.069 -0.058 -0.978
N -3.966 -1.438 1.384
C -4.390 -1.232 2.692
C -4.938 -2.089 3.643
C -5.266 -1.516 4.852
C -5.058 -0.147 5.110
C -4.516 0.700 4.169
C -4.184 0.120 2.946
H -2.875 2.257 0.662
H -2.614 2.372 2.416
H -4.229 2.682 1.734
H -4.049 -2.298 0.864
H -5.112 -3.137 3.444
H -5.705 -2.131 5.626
H -5.343 0.251 6.075
H -4.371 1.752 4.369
C 0.243 -6.523 -0.262
As 0.031 -4.963 -1.343
C 1.771 -4.307 -1.826
C -0.987 -5.357 -2.917
S -0.995 -3.456 -0.124
H 0.840 -7.234 -0.837
H -0.729 -6.958 -0.037
H 0.761 -6.253 0.656
H 2.111 -4.851 -2.707
H 2.452 -4.489 -0.997
H 1.718 -3.241 -2.043
H -0.324 -5.836 -3.638
H -1.391 -4.433 -3.326
H -1.796 -6.037 -2.656
*
```

Calculated values
Orbital gap (alpha / beta), eV: 6.52 / 6.50
Energy above the lowest of the compared OMol25 structures with the same formula, charge and spin, kJ/mol: 0.0
HOMO energy (alpha / beta), eV: -17.69 / -17.49
LUMO level (alpha / beta), eV: -11.17 / -10.99
DFT total energy, Ha: -11345.275944